{"formula": "C4H7N2", "method": "ωB97M-V/def2-TZVPD", "total_charge": 1, "molar_mass_g_mol": 83.11, "relative_energy_kcal_mol": 107.86, "homo_energy_ev": -15.1, "gap_ev": 10.88, "species": ["C", "C", "C", "C", "N", "N", "H", "H", "H", "H", "H", "H", "H"], "xyz": [[1.60464, -0.74158, 0.19100], [-0.92874, 0.57180, 0.17690], [-1.00778, -0.93544, -0.11672], [0.38566, 0.54995, -0.53896], [0.42679, -0.89056, -0.37756], [1.75498, 0.51429, 0.01106], [2.28936, -1.42166, 0.77297], [-1.78334, 1.15315, -0.18590], [-0.87750, 0.69109, 1.31700], [-1.33651, -1.66493, 0.54645], [-1.40127, -1.11554, -1.14050], [0.22403, 1.05791, -1.77664], [2.39162, 1.24234, 0.33859]]}

---

{"formula": "C56H54I2N5OP3RbS2", "method": "ωB97M-V/def2-TZVPD", "total_charge": 1, "molar_mass_g_mol": 1309.41, "relative_energy_kcal_mol": 0.00, "homo_energy_ev": -10.0, "gap_ev": 8.13, "species": ["Rb", "O", "S", "C", "C", "C", "C", "C", "C", "P", "C", "C", "C", "C", "C", "C", "C", "C", "C", "C", "C", "C", "C", "C", "C", "C", "C", "C", "P", "C", "C", "C", "C", "C", "C", "C", "C", "C", "C", "C", "C", "H", "H", "H", "H", "H", "H", "H", "H", "H", "H", "H", "H", "H", "H", "H", "H", "H", "H", "H", "H", "H", "H", "H", "H", "H", "H", "H", "H", "N", "C", "C", "C", "C", "C", "C", "P", "C", "C", "C", "C", "C", "C", "C", "C", "C", "C", "C", "C", "H", "H", "H", "H", "H", "H", "H", "H", "H", "H", "H", "H", "H", "H", "H", "H", "I", "C", "I", "H", "H", "N", "C", "N", "S", "H", "H", "H", "H", "N", "N", "H", "H", "H", "H"], "xyz": [[-0.89784, 0.09843, 0.64435], [-1.98868, 0.06706, -2.34734], [-0.72997, 0.88958, -2.25614], [0.32173, 0.37318, -3.62226], [0.83033, 1.26874, -4.55475], [1.62634, 0.79821, -5.58807], [1.90709, -0.55667, -5.68852], [1.41241, -1.43823, -4.74084], [0.63485, -0.99241, -3.67454], [0.02711, -2.14489, -2.35850], [1.45855, -3.24129, -2.02706], [2.79419, -2.90743, -2.23902], [3.81555, -3.73133, -1.77902], [3.51796, -4.90300, -1.10038], [2.19016, -5.24830, -0.88135], [1.17504, -4.42436, -1.33614], [-1.08859, -3.21998, -3.34252], [-0.67399, -4.38025, -3.98922], [-1.57539, -5.13405, -4.72732], [-2.89913, -4.73381, -4.83438], [-3.32085, -3.57438, -4.19752], [-2.42263, -2.82337, -3.45378], [-1.20429, 2.54261, -2.72566], [-1.92707, 2.69859, -3.90440], [-2.40143, 3.95131, -4.24744], [-2.16841, 5.02867, -3.39776], [-1.46895, 4.85484, -2.21389], [-0.96638, 3.60408, -1.85108], [-0.05802, 3.30630, -0.27300], [1.67161, 3.60194, -0.78306], [2.65753, 3.12140, 0.07395], [3.99693, 3.39298, -0.16251], [4.36618, 4.12153, -1.28417], [3.39206, 4.57695, -2.16435], [2.05161, 4.32810, -1.90876], [-0.43103, 4.83132, 0.68247], [-1.72935, 5.01710, 1.16090], [-2.04369, 6.11697, 1.94247], [-1.06244, 7.04469, 2.26969], [0.23029, 6.86522, 1.80362], [0.54475, 5.76743, 1.01254], [0.61212, 2.32399, -4.48108], [2.01914, 1.49050, -6.32045], [2.51749, -0.92484, -6.50130], [1.64789, -2.49260, -4.82046], [3.06439, -2.00773, -2.77695], [4.84529, -3.45419, -1.96196], [4.31357, -5.54513, -0.74825], [1.94273, -6.15408, -0.34347], [0.14546, -4.70512, -1.13840], [0.35397, -4.71386, -3.90948], [-1.24000, -6.03661, -5.22010], [-3.59906, -5.32304, -5.41172], [-4.35262, -3.25716, -4.27717], [-2.74547, -1.91776, -2.96042], [-2.11378, 1.83934, -4.53539], [-2.95184, 4.09132, -5.16824], [-2.53457, 6.01218, -3.66120], [-1.30912, 5.70083, -1.55632], [2.37593, 2.53909, 0.94396], [4.74901, 3.03427, 0.52791], [5.40951, 4.33995, -1.47148], [3.67615, 5.14556, -3.04008], [1.30150, 4.71245, -2.58967], [-2.49895, 4.28979, 0.92848], [-3.05503, 6.24524, 2.30459], [-1.30557, 7.90099, 2.88390], [1.00074, 7.58364, 2.05075], [1.55960, 5.65121, 0.65271], [1.38589, -2.43253, 1.44469], [1.03254, -3.73035, 1.88029], [2.01897, -4.55418, 2.41381], [1.70437, -5.82981, 2.84784], [0.40177, -6.30075, 2.74905], [-0.58494, -5.46836, 2.24660], [-0.29796, -4.17044, 1.82846], [-1.57101, -3.00753, 1.21740], [-2.02764, -2.10778, 2.75800], [-3.16952, -1.29689, 2.73810], [-3.52702, -0.54790, 3.84581], [-2.74537, -0.59064, 4.99545], [-1.61499, -1.39150, 5.02637], [-1.25636, -2.14501, 3.91405], [-3.03413, -4.04904, 0.93175], [-3.87872, -4.49682, 1.94734], [-4.96771, -5.29955, 1.64693], [-5.22088, -5.66840, 0.33092], [-4.38520, -5.23084, -0.68554], [-3.30041, -4.41832, -0.38472], [0.85410, -2.14797, 0.62900], [2.37334, -2.36210, 1.23142], [3.03977, -4.19550, 2.46779], [2.48198, -6.46208, 3.25552], [0.15333, -7.30220, 3.07132], [-1.60279, -5.83210, 2.18400], [-3.79992, -1.26408, 1.85510], [-4.41567, 0.06819, 3.80988], [-3.02502, -0.00827, 5.86320], [-1.00455, -1.43748, 5.91896], [-0.37198, -2.76827, 3.95938], [-3.68685, -4.21120, 2.97474], [-5.61907, -5.64005, 2.44042], [-6.07172, -6.29573, 0.10181], [-4.57581, -5.51383, -1.71240], [-2.65440, -4.07222, -1.18168], [1.68259, 3.65842, 3.90133], [1.47082, 1.71924, 4.70192], [1.60864, 0.12738, 3.30410], [0.48446, 1.66307, 5.14559], [2.24295, 1.56839, 5.44601], [-4.89947, 0.35487, -1.40209], [-4.41418, 1.55571, -1.04299], [-4.63530, 2.56975, -1.89019], [-3.59381, 1.80476, 0.41418], [-5.16826, 0.18596, -2.35719], [-4.57064, -0.44151, -0.88044], [-5.20078, 2.46518, -2.71516], [-4.33583, 3.49178, -1.62228], [4.21714, 1.11263, -3.20197], [3.25178, 0.78385, -2.14353], [4.77065, 1.87263, -2.80753], [3.65830, 1.58433, -3.91164], [3.80912, 0.33772, -1.41748], [2.70017, 0.02260, -2.53347]]}

---

{"formula": "C17H24FeO15", "method": "ωB97M-V/def2-TZVPD", "total_charge": -2, "s2": 6.01, "molar_mass_g_mol": 524.21, "homo_energy_ev": [-0.9, -0.8], "gap_ev": [5.19, 5.17], "multiplicity": 5, "species": ["Fe", "O", "C", "C", "O", "H", "H", "H", "H", "C", "C", "C", "O", "C", "C", "C", "O", "O", "O", "H", "H", "C", "O", "C", "O", "O", "C", "H", "H", "H", "H", "H", "H", "C", "O", "C", "O", "O", "C", "H", "H", "H", "H", "H", "H", "C", "O", "C", "O", "O", "C", "H", "H", "H", "H", "H", "H"], "xyz": [[-0.58896, -0.82571, 0.29781], [-0.39958, -2.37288, 1.67280], [-1.50379, -3.23404, 1.54254], [-2.57167, -2.85543, 0.48479], [-2.29689, -1.79896, -0.40273], [-1.91589, -3.49047, 2.53171], [-1.07560, -4.18903, 1.16019], [-3.44163, -2.46570, 1.07000], [-2.98247, -3.69575, -0.09928], [-0.88031, 2.10060, -4.43630], [-0.05274, 3.24927, -4.48623], [0.59007, 3.71900, -3.13527], [1.29717, 4.72705, -3.15877], [0.26834, 3.01076, -1.91437], [-0.42135, 1.80497, -1.94471], [-1.00953, 1.32019, -3.27231], [-1.69222, 0.26905, -3.31668], [-0.52366, 1.15395, -0.84904], [0.10024, 3.99882, -5.46368], [-1.37566, 1.77576, -5.33999], [0.83079, 3.32658, -1.04239], [3.40213, 1.11270, 0.13043], [3.40348, 0.39646, 1.36181], [2.22208, 0.04543, 1.85536], [1.19453, 0.03888, 1.23386], [2.32031, -0.27321, 3.12367], [1.06613, -0.46104, 3.79641], [2.60208, 0.77109, -0.52552], [4.37116, 0.93035, -0.32151], [3.20414, 2.16709, 0.32070], [0.42210, 0.39118, 3.59132], [1.31344, -0.41721, 4.85803], [0.65280, -1.43525, 3.53965], [-2.65390, -0.43091, 4.05793], [-2.65608, 0.95805, 3.71741], [-2.19456, 1.29315, 2.52871], [-1.82878, 0.50599, 1.71174], [-2.25768, 2.59660, 2.37497], [-1.62664, 3.06854, 1.17138], [-1.61793, -0.76685, 4.10139], [-3.22656, -1.00373, 3.33140], [-3.07498, -0.47664, 5.05964], [-2.06420, 2.54486, 0.32275], [-0.55486, 2.87466, 1.12974], [-1.75285, 4.14335, 1.07918], [1.59819, -3.93242, -0.62906], [2.15443, -3.14242, -1.67425], [1.60376, -1.94282, -1.85753], [0.72030, -1.50860, -1.18084], [2.15940, -1.39243, -2.90748], [1.67891, -0.12326, -3.39875], [1.66589, -3.53066, 0.38138], [2.10126, -4.89906, -0.64482], [0.55312, -4.10191, -0.89768], [0.61695, -0.24158, -3.61210], [2.19750, 0.05470, -4.33757], [1.93027, 0.65888, -2.68982]]}

---

{"formula": "H18NO7", "method": "ωB97M-V/def2-TZVPD", "total_charge": 1, "molar_mass_g_mol": 144.14, "relative_energy_kcal_mol": 88.19, "homo_energy_ev": -14.7, "gap_ev": 11.48, "species": ["N", "H", "H", "H", "H", "O", "H", "H", "O", "H", "H", "O", "H", "H", "O", "H", "H", "O", "H", "H", "O", "H", "H", "O", "H", "H"], "xyz": [[-0.30813, -0.06373, -0.37924], [0.08318, -0.94223, -0.55500], [-0.22631, 0.34309, -1.23423], [0.37810, 0.28340, 0.34156], [-1.11275, 0.09110, 0.10281], [1.49974, -1.46421, 2.03423], [2.32336, -1.15265, 2.44129], [1.04734, -2.16549, 2.56122], [-0.83097, -3.35951, 0.29261], [-0.39495, -3.36414, 1.28689], [-1.66754, -3.04526, 0.53463], [-0.63242, 0.53775, 2.61865], [0.20377, 0.04252, 2.51040], [-0.33370, 1.46620, 3.01630], [-1.35558, -1.69482, -2.84155], [-1.45659, -1.04132, -3.66390], [-0.72633, -2.36322, -3.04298], [0.65795, 2.66744, -2.25835], [1.22201, 3.13050, -1.70031], [0.87527, 3.04292, -3.10714], [-2.87355, 1.74171, -0.49211], [-2.50032, 2.60617, -0.61202], [-3.66002, 1.93172, -0.08959], [3.04101, 1.15276, 0.54348], [2.78222, 0.84455, 1.35408], [3.96521, 0.77474, 0.33826]]}

---

{"formula": "C8H6BrN3Zr", "method": "ωB97M-V/def2-TZVPD", "total_charge": 4, "molar_mass_g_mol": 315.29, "homo_energy_ev": -24.0, "gap_ev": 4.73, "species": ["N", "C", "N", "C", "C", "C", "C", "C", "C", "N", "C", "Br", "H", "H", "H", "H", "H", "H", "Zr"], "xyz": [[-1.09734, -0.06380, -3.29493], [-0.69682, 0.23309, -2.09914], [-0.39464, -0.81651, -1.24467], [0.00366, -0.44950, -0.08205], [0.36425, -1.48052, 0.89524], [0.83995, -1.12753, 2.20938], [0.96038, 0.26380, 2.54622], [0.64088, 1.23691, 1.65846], [0.15899, 0.95895, 0.35747], [-0.09972, 1.96173, -0.44180], [-0.53792, 1.67629, -1.65926], [-0.89813, 3.02200, -2.75972], [-1.78740, 0.55589, -3.74362], [-1.47088, -1.02331, -3.37203], [0.29505, -2.57035, 0.50802], [1.15048, -1.83907, 3.02023], [1.31135, 0.52305, 3.53554], [0.75709, 2.27191, 1.94387], [0.50076, -3.33302, 2.02279]]}

---

{"formula": "C23H35N3O", "method": "ωB97M-V/def2-TZVPD", "total_charge": 0, "molar_mass_g_mol": 369.55, "relative_energy_kcal_mol": 62.01, "homo_energy_ev": -5.8, "gap_ev": 6.33, "species": ["C", "C", "C", "N", "N", "N", "C", "C", "C", "C", "C", "C", "C", "C", "C", "C", "H", "H", "H", "H", "H", "H", "H", "H", "H", "H", "H", "H", "H", "H", "H", "H", "H", "H", "H", "H", "H", "H", "H", "H", "H", "C", "C", "C", "C", "C", "C", "C", "C", "C", "C", "O", "H", "H", "H", "H", "H", "H", "H", "H", "H", "H"], "xyz": [[0.01297, -3.75781, -1.13259], [0.21147, -2.35200, -1.66872], [1.28781, -2.26567, -2.71627], [0.72530, -1.50699, -0.57170], [2.03754, -1.42030, -0.44914], [2.22823, -0.58738, 0.58528], [3.64839, -0.19609, 0.80685], [4.17157, 0.43237, -0.46569], [4.40491, -1.46497, 1.13978], [1.04525, -0.12876, 1.09419], [1.01649, 0.81908, 2.29941], [-0.41285, 1.04325, 2.77919], [1.62409, 2.17160, 1.92382], [1.79570, 0.19935, 3.46047], [0.06457, -0.69747, 0.29806], [-1.41804, -0.52715, 0.17915], [-0.33413, -4.41257, -1.93750], [0.97463, -4.13101, -0.75797], [-0.71979, -3.76716, -0.31873], [-0.73304, -1.91956, -2.01117], [1.00765, -2.85574, -3.59294], [1.42914, -1.22296, -3.01886], [2.22296, -2.64176, -2.29102], [3.68421, 0.51246, 1.63126], [5.24715, 0.62248, -0.37207], [4.00440, -0.25196, -1.30543], [3.66954, 1.38141, -0.67472], [5.47921, -1.25693, 1.18956], [4.09022, -1.86779, 2.10679], [4.21893, -2.21212, 0.36096], [-0.87471, 0.08454, 3.04398], [-0.40466, 1.67071, 3.68186], [-1.00834, 1.55824, 2.01678], [2.68826, 2.09031, 1.67777], [1.10130, 2.60718, 1.06377], [1.53193, 2.85586, 2.77738], [2.84521, 0.01562, 3.21422], [1.76721, 0.88674, 4.31444], [1.33825, -0.75104, 3.75548], [-1.75743, -0.09782, 1.12945], [-1.85720, -1.53973, 0.10021], [0.17490, 3.50861, -1.53755], [-0.12770, 2.03159, -1.42479], [-1.43600, 1.71652, -0.99154], [-1.97030, 0.32320, -0.95999], [-3.51023, 0.30089, -0.91814], [-4.20848, -0.55913, -1.77310], [-5.59730, -0.69059, -1.66662], [-6.29563, 0.05655, -0.70962], [-5.61029, 0.97429, 0.09082], [-4.21833, 1.11539, -0.02675], [0.76026, 1.18870, -1.69622], [-0.68563, 4.11545, -1.22974], [1.04589, 3.77558, -0.92063], [0.42462, 3.74005, -2.58157], [-2.13304, 2.55337, -0.99538], [-1.70809, -0.16699, -1.91187], [-3.64448, -1.12476, -2.52181], [-6.12309, -1.36138, -2.34429], [-7.37175, -0.07167, -0.59946], [-6.15140, 1.60222, 0.80473], [-3.66819, 1.85366, 0.56791]]}